Entry 1:
Below is a molecular structure, C55H50AsBrN5O7PSTa at a distorted geometry, with properties calculated with the ωB97M-V functional and the def2-TZVPD basis.

```
122
Properties=species:S:1:pos:R:3
Ta 0.6638 0.0429 0.5988
O -0.9207 0.0882 4.4949
C 0.0947 0.6042 5.2741
C -0.1541 0.7162 6.6312
C 0.8171 1.2308 7.4727
C 2.0377 1.6622 6.9635
C 2.2793 1.5529 5.6067
C 1.3221 1.0059 4.7484
C 1.7600 0.7959 3.3276
O 0.7469 0.5053 2.3876
N 2.6623 -0.3400 3.1889
N 2.4602 -1.1200 2.0967
C 3.1273 -2.1941 1.9451
C 2.8858 -3.0558 0.8167
Br 1.2438 -2.6376 -0.0862
C 3.5641 -4.1164 0.3729
C 4.8941 -4.5207 0.8313
C 5.8658 -3.5861 1.2048
C 7.1314 -4.0056 1.5751
C 7.4332 -5.3622 1.5903
C 6.4773 -6.2972 1.2140
C 5.2184 -5.8795 0.8204
H -0.7489 0.3703 3.5929
H -1.1145 0.3937 7.0117
H 0.6168 1.3072 8.5329
H 2.7924 2.0712 7.6203
H 3.2244 1.8996 5.1993
H 2.2803 1.6983 2.9834
H 3.0219 -0.7564 4.0383
H 3.8539 -2.5355 2.6806
H 3.1042 -4.7404 -0.3873
H 5.6461 -2.5265 1.1331
H 7.8920 -3.2811 1.8340
H 8.4233 -5.6899 1.8780
H 6.7182 -7.3514 1.2184
H 4.4746 -6.6080 0.5212
C 5.1670 0.7467 1.6467
C 4.5408 0.7849 0.3007
N 3.2557 0.6664 -0.0347
C 3.2317 0.8241 -1.4142
C 4.4843 1.0287 -1.9038
N 5.2833 0.9962 -0.8083
C 5.1362 1.2703 -3.2370
O 4.3591 1.3765 -4.2992
O 6.3283 1.3595 -3.2556
C 1.9702 0.7350 -2.1138
O 1.7363 0.9452 -3.2633
O 1.0048 0.3470 -1.2235
H 4.4191 0.8686 2.4194
H 5.9108 1.5377 1.7383
H 5.6794 -0.2043 1.8078
H 6.2899 1.1147 -0.8770
H 3.4111 1.2673 -4.0945
O -0.6233 -1.6180 2.1499
H -0.8037 -1.4345 3.0909
H -0.9832 -2.4949 1.9650
S 0.9162 4.6792 0.5100
C 1.0611 3.0832 0.0003
N 0.2425 2.2173 0.5625
C -0.6043 2.8580 1.4860
C -1.6355 2.2758 2.2193
C -2.3584 3.0692 3.0810
C -2.0754 4.4391 3.2125
C -1.0846 5.0339 2.4648
C -0.3551 4.2216 1.5939
H 1.7830 2.8061 -0.7534
H -1.8785 1.2262 2.1081
H -3.1629 2.6339 3.6593
H -2.6527 5.0380 3.9036
H -0.8818 6.0933 2.5471
C -2.2023 0.7624 -1.7289
C -2.5035 2.1676 -1.2279
As -3.4686 3.2366 -2.6134
C -2.3889 2.5840 -4.1019
C -2.7644 1.5481 -4.9527
C -1.9661 1.2118 -6.0407
C -0.7908 1.9079 -6.2881
C -0.4042 2.9351 -5.4380
C -1.2052 3.2763 -4.3558
C -5.0622 2.1401 -2.8097
C -5.8657 2.4111 -3.9171
C -7.0418 1.7052 -4.1243
C -7.4392 0.7296 -3.2187
C -6.6601 0.4700 -2.1024
C -5.4811 1.1791 -1.8962
P -1.6508 -0.6234 -0.6576
C -2.9692 -1.1904 0.4350
C -3.1806 -2.5599 0.6303
C -4.2201 -2.9989 1.4343
C -5.0557 -2.0787 2.0578
C -4.8282 -0.7203 1.9008
C -3.7818 -0.2761 1.1022
C -1.4953 -1.8812 -1.9683
C -0.3431 -2.0515 -2.7381
C -0.3680 -2.8450 -3.8754
C -1.5441 -3.4655 -4.2675
C -2.7017 -3.2791 -3.5256
C -2.6868 -2.4857 -2.3896
H -1.4165 0.7978 -2.4886
H -3.0784 0.3173 -2.2121
H -1.5893 2.7196 -1.0245
H -3.1223 2.1974 -0.3322
H -3.6842 1.0019 -4.7788
H -2.2739 0.4156 -6.7066
H -0.1888 1.6656 -7.1542
H 0.5026 3.4922 -5.6377
H -0.9186 4.1091 -3.7200
H -5.5755 3.1805 -4.6242
H -7.6565 1.9263 -4.9869
H -8.3630 0.1886 -3.3749
H -6.9737 -0.2774 -1.3837
H -4.9065 0.9804 -0.9999
H -2.5454 -3.2890 0.1407
H -4.3869 -4.0598 1.5669
H -5.8793 -2.4231 2.6691
H -5.4702 -0.0011 2.3925
H -3.6156 0.7867 1.0058
H 0.5771 -1.5523 -2.4860
H 0.5327 -2.9649 -4.4628
H -1.5635 -4.0814 -5.1568
H -3.6286 -3.7428 -3.8356
H -3.6124 -2.3290 -1.8532
```

Values from the calculation:
Relative energy (zero: lowest compared OMol25 entry of this formula, charge and spin), kJ/mol: 74.01
HOMO level, eV: -14.0
Frontier orbital gap, eV: 4.134
Charge: +3

Entry 2:
Below is a molecular structure, C55H50I2KN4O4P2S, with properties calculated with the ωB97M-V functional and the def2-TZVPD basis.

```
119
Properties=species:S:1:pos:R:3
K 1.8200 -0.0790 0.9030
I 6.1657 -7.0221 -0.6835
C 4.8856 -5.3752 -0.4676
C 5.4126 -4.0965 -0.4079
C 4.5448 -3.0300 -0.2704
I 5.2806 -1.0721 -0.1621
C 3.1301 -3.1599 -0.1765
O 2.3603 -2.1546 -0.0359
C 2.6437 -4.5034 -0.2676
C 1.1573 -4.7153 -0.2488
N 0.5786 -4.4301 1.0638
C -0.8657 -4.5200 1.0179
C -1.5027 -4.0552 2.2986
C -2.6209 -4.7028 2.8207
C -3.2115 -4.2109 3.9700
C -2.6635 -3.0898 4.5749
C -1.5417 -2.5193 3.9933
N -0.9750 -2.9792 2.8818
C 3.5101 -5.5705 -0.3996
H 6.4795 -3.9294 -0.4671
H 0.9344 -5.7578 -0.4998
H 0.7033 -4.0772 -1.0242
H 0.8362 -3.4790 1.3158
H -1.1564 -5.5579 0.8271
H -1.2929 -3.9175 0.1951
H -3.0167 -5.5765 2.3185
H -4.0841 -4.6960 4.3908
H -3.0860 -2.6694 5.4778
H -1.0713 -1.6497 4.4405
H 3.1041 -6.5741 -0.4559
C -1.5972 4.1174 -3.1156
S -2.6267 3.1006 -4.1992
C -3.6463 2.1990 -2.9914
C -3.1098 0.8377 -2.5648
C -1.7701 0.9658 -1.8539
N -1.2229 -0.2749 -1.3070
P -1.6802 -0.9929 0.1883
C -2.2196 0.4200 1.2278
C -3.3888 1.1611 1.0215
C -3.7102 2.2188 1.8532
C -2.8723 2.5475 2.9166
C -1.7263 1.8088 3.1442
C -1.4077 0.7463 2.3065
C -3.3244 -1.7623 -0.1224
C -3.6984 -2.1911 -1.3934
C -4.8663 -2.9159 -1.5853
C -5.6734 -3.2368 -0.5024
C -5.3012 -2.8297 0.7723
C -4.1358 -2.1022 0.9608
P -0.0054 -1.1951 -2.1136
C -0.6667 -1.2343 -3.8431
C -1.3498 -2.3904 -4.2202
C -1.9553 -2.4909 -5.4656
C -1.8731 -1.4332 -6.3598
C -1.1715 -0.2868 -6.0092
C -0.5663 -0.1928 -4.7650
C 1.3540 0.0070 -2.3767
C 2.3832 -0.3981 -3.2287
C 3.4661 0.4265 -3.4742
C 3.5456 1.6730 -2.8642
C 2.5436 2.0787 -1.9986
C 1.4532 1.2489 -1.7528
H -1.0056 4.7625 -3.7635
H -0.9220 3.5235 -2.5023
H -2.2239 4.7464 -2.4815
H -4.6202 2.0812 -3.4677
H -3.7850 2.8536 -2.1261
H -3.0010 0.1923 -3.4407
H -3.8479 0.3643 -1.9128
H -1.8436 1.7023 -1.0463
H -1.0465 1.3592 -2.5685
H -4.0615 0.8936 0.2164
H -4.6182 2.7849 1.6811
H -3.1208 3.3793 3.5646
H -1.0615 2.0622 3.9594
H -0.5097 0.1726 2.4958
H -3.0765 -1.9418 -2.2444
H -5.1443 -3.2313 -2.5839
H -6.5847 -3.8029 -0.6497
H -5.9178 -3.0835 1.6261
H -3.8481 -1.7997 1.9630
H -1.4017 -3.2211 -3.5240
H -2.4825 -3.3963 -5.7400
H -2.3443 -1.5053 -7.3323
H -1.1006 0.5417 -6.7029
H -0.0134 0.7034 -4.5102
H 2.3376 -1.3774 -3.6941
H 4.2625 0.0883 -4.1251
H 4.4010 2.3120 -3.0429
H 2.6147 3.0300 -1.4855
H 0.7002 1.5801 -1.0433
N 2.2264 -0.5334 3.6020
C 2.9367 0.3152 3.9128
C 3.8107 1.3857 4.3062
C 3.2998 2.6757 4.4139
C 4.1426 3.7123 4.7721
C 5.4882 3.4640 5.0114
C 5.9951 2.1774 4.8919
C 5.1584 1.1320 4.5378
H 2.2577 2.8530 4.1834
H 3.7525 4.7191 4.8437
H 6.1464 4.2801 5.2813
H 7.0465 1.9891 5.0644
H 5.5412 0.1271 4.4219
O -0.5550 3.7663 0.2167
C 0.4237 4.6738 0.5051
C 0.2082 6.0269 0.2480
C 1.1965 6.9640 0.5022
C 2.4229 6.5545 1.0042
C 2.6347 5.2052 1.2473
C 1.6527 4.2468 1.0228
C 1.9684 2.7944 1.3756
O 3.1736 2.4722 1.4255
O 0.9880 2.0454 1.6007
H -1.3378 4.2499 -0.0697
H -0.7483 6.3400 -0.1612
H 1.0057 8.0105 0.2987
H 3.2062 7.2767 1.1956
H 3.5848 4.8423 1.6201
```

Values from the calculation:
Relative energy (zero: lowest compared OMol25 entry of this formula, charge and spin), kJ/mol: 26.38
HOMO level, eV: -4.3
Frontier orbital gap, eV: 6.325
Charge: -1

Entry 3:
Below is a molecular structure, C55H54N6O5PPdS3Se, with properties calculated with the ωB97M-V functional and the def2-TZVPD basis.

```
126
Properties=species:S:1:pos:R:3
Pd -0.2228 1.2980 0.7321
N -0.5054 0.2440 -1.2224
S -0.3326 -0.8027 -2.2013
N -0.0428 -2.3945 -1.8024
S 0.9978 -2.8378 -0.7609
N 0.6576 -2.9132 0.7432
S -0.5177 -2.0644 1.5073
N -0.3933 -0.6397 1.7595
C -1.9912 -2.6385 0.6543
C -2.2823 -3.9955 0.5934
C -3.4142 -4.4059 -0.0904
C -4.2358 -3.4653 -0.7050
C -3.9277 -2.1156 -0.6401
C -2.7964 -1.6931 0.0466
C -0.5774 -3.0128 3.0172
C -1.6483 -2.7204 3.8527
C -1.7308 -3.3379 5.0885
C -0.7410 -4.2301 5.4849
C 0.3258 -4.5087 4.6446
C 0.4125 -3.9020 3.3978
C 2.5367 -1.9815 -0.9189
C 2.8436 -1.0041 0.0098
C 4.0248 -0.2929 -0.1568
C 4.8607 -0.5702 -1.2250
C 4.5283 -1.5528 -2.1542
C 3.3555 -2.2671 -2.0092
C 1.3767 -4.5063 -1.2125
C 0.9639 -5.0028 -2.4368
C 1.2858 -6.3134 -2.7629
C 2.0135 -7.0919 -1.8761
C 2.4282 -6.5718 -0.6549
C 2.1107 -5.2692 -0.3131
C 0.9569 -0.5089 -3.4105
C 1.7674 0.5865 -3.1795
C 2.7909 0.8662 -4.0757
C 2.9801 0.0530 -5.1831
C 2.1517 -1.0435 -5.4052
C 1.1296 -1.3316 -4.5160
C -1.7705 -1.0978 -3.2214
C -2.2221 -2.3506 -3.6064
C -3.3890 -2.4432 -4.3534
C -4.0882 -1.2973 -4.7022
C -3.6289 -0.0476 -4.3036
C -2.4669 0.0571 -3.5575
H -1.6341 -4.7178 1.0755
H -3.6605 -5.4583 -0.1407
H -5.1195 -3.7916 -1.2382
H -4.5579 -1.3873 -1.1355
H -2.5108 -0.6512 0.0779
H -2.4103 -2.0192 3.5315
H -2.5660 -3.1255 5.7425
H -0.8048 -4.7097 6.4526
H 1.0951 -5.2024 4.9565
H 1.2371 -4.1117 2.7324
H 2.1761 -0.7940 0.8359
H 4.2722 0.4863 0.5499
H 5.7828 -0.0152 -1.3432
H 5.1836 -1.7582 -2.9899
H 3.0804 -3.0316 -2.7245
H 0.4012 -4.3740 -3.1118
H 0.9670 -6.7227 -3.7119
H 2.2623 -8.1121 -2.1363
H 2.9989 -7.1833 0.0304
H 2.4239 -4.8478 0.6326
H 1.5938 1.1908 -2.2990
H 3.4307 1.7228 -3.9041
H 3.7718 0.2756 -5.8867
H 2.2981 -1.6663 -6.2781
H 0.4700 -2.1746 -4.6839
H -1.6905 -3.2389 -3.2980
H -3.7564 -3.4162 -4.6525
H -4.9983 -1.3768 -5.2823
H -4.1794 0.8448 -4.5701
H -2.1075 1.0197 -3.2151
Se -3.3325 1.0079 2.3931
N -2.4397 1.6081 0.9736
C -3.2375 2.4068 0.2953
C -2.8769 3.1012 -0.9030
C -3.8164 3.8790 -1.4871
C -5.1416 4.0237 -0.9416
C -5.5187 3.3931 0.1924
C -4.5640 2.5557 0.8573
N -4.8037 1.8857 1.9672
H -1.8682 3.0037 -1.2818
H -3.5717 4.4248 -2.3895
H -5.8441 4.6642 -1.4585
H -6.5078 3.4993 0.6154
C -1.2643 1.4117 5.6090
C -0.1769 0.9540 4.6623
O 0.5517 2.0881 4.1490
P 0.1893 2.6910 2.6980
O -1.0833 3.6266 2.9025
C -1.0994 4.7405 3.8267
C -2.5319 5.1968 3.9583
O 1.3561 3.7730 2.5810
C 2.7451 3.3881 2.7027
C 3.3101 3.9197 3.9981
H -1.7812 0.5468 6.0292
H -1.9984 2.0317 5.0909
H -0.8414 1.9894 6.4312
H -0.5706 0.3660 3.8291
H 0.5576 0.3357 5.1781
H -0.4583 5.5247 3.4263
H -0.6910 4.4109 4.7839
H -2.9239 5.5041 2.9886
H -2.5923 6.0445 4.6413
H -3.1595 4.3936 4.3465
H 3.2515 3.8146 1.8371
H 2.8326 2.3023 2.6377
H 3.2032 5.0035 4.0440
H 4.3717 3.6762 4.0649
H 2.7944 3.4787 4.8503
O 1.9426 1.8100 0.1259
C 1.5191 2.8525 -0.4529
O 0.2988 3.1694 -0.4348
C 2.4857 3.7144 -1.2000
C 3.8092 3.3122 -1.3458
C 4.7016 4.1018 -2.0548
C 4.2726 5.2976 -2.6165
C 2.9523 5.7025 -2.4690
C 2.0583 4.9113 -1.7642
H 4.1211 2.3769 -0.8996
H 5.7324 3.7903 -2.1674
H 4.9689 5.9164 -3.1675
H 2.6211 6.6364 -2.9039
H 1.0253 5.2068 -1.6393
```

Values from the calculation:
2S+1: 3
Relative energy (zero: lowest compared OMol25 entry of this formula, charge and spin), kJ/mol: 174.37
HOMO level (spin up / spin down), eV: -9.5 / -10.8
Frontier orbital gap (spin up / spin down), eV: 6.716 / 8.053
Charge: +1

Entry 4:
Below is a molecular structure, C55H55Cl2N6NaO2, with properties calculated with the ωB97M-V functional and the def2-TZVPD basis.

```
121
Properties=species:S:1:pos:R:3
Na -0.1424 -0.8940 -0.8223
C -0.2551 8.2487 2.5921
C 0.2319 7.4511 3.6195
C 0.3933 6.0847 3.4615
C 0.0720 5.4397 2.2512
C -0.4246 6.2701 1.2227
C -0.5823 7.6317 1.3878
C 0.2177 4.0361 1.9828
C 0.4817 2.9624 2.8437
C 0.6417 2.8574 4.2724
C 0.6802 1.5430 4.6050
C 0.6384 0.7265 3.4291
C 0.8142 -0.6527 3.4725
C 0.6276 -1.2645 4.8294
C -0.6625 -1.5501 5.2700
C -0.8719 -2.1532 6.5026
C 0.2105 -2.4725 7.3121
C 1.4987 -2.1931 6.8781
C 1.7046 -1.5991 5.6404
C 1.2150 -1.5960 2.4886
N 1.5859 -1.2211 1.2362
C 2.1227 -2.2836 0.6285
C 2.8304 -2.1333 -0.6529
C 3.7341 -3.1835 -1.1410
C 3.8276 -3.4381 -2.5166
C 4.7153 -4.3755 -3.0252
C 5.5259 -5.1106 -2.1727
C 5.4385 -4.8827 -0.8026
C 4.5636 -3.9374 -0.2969
C 2.8696 -0.8917 -1.2642
C 4.0754 -0.2969 -1.9001
C 3.9396 1.0345 -1.7966
C 2.6207 1.2862 -1.1523
N 1.9741 0.0954 -1.0334
C 2.1112 2.4515 -0.6410
C 0.8071 2.3631 0.0302
C 0.1275 1.3401 0.9575
C -1.0192 2.2554 0.6169
C -0.0388 3.3917 0.6915
N -0.5071 2.9394 -0.6064
C 2.8031 3.7480 -0.6934
C 4.1719 3.8844 -0.4318
C 4.7926 5.1236 -0.4642
C 4.0628 6.2756 -0.7267
C 2.6986 6.1649 -0.9615
C 2.0850 4.9226 -0.9553
C 2.0477 -3.4268 1.4905
C 1.4764 -2.9880 2.6692
N 0.5163 1.6444 2.3603
H -0.3716 9.3175 2.7219
H 0.5033 7.8983 4.5702
H 0.7957 5.5223 4.2891
H -0.6956 5.8130 0.2781
H -0.9678 8.2165 0.5594
H 0.6941 3.6795 4.9628
H 0.7924 1.1427 5.5999
H -1.4973 -1.3032 4.6257
H -1.8815 -2.3756 6.8270
H 0.0487 -2.9420 8.2755
H 2.3462 -2.4452 7.5049
H 2.7071 -1.3911 5.2863
H 3.1675 -2.8958 -3.1831
H 4.7563 -4.5413 -4.0962
H 6.2094 -5.8539 -2.5660
H 6.0711 -5.4374 -0.1183
H 4.5309 -3.7508 0.7683
H 4.9361 -0.8444 -2.2549
H 4.6633 1.7839 -2.0775
H 0.1824 0.2678 0.8520
H -2.0573 2.3225 0.9081
H 4.7456 3.0098 -0.1533
H 5.8540 5.1877 -0.2501
H 4.5454 7.2458 -0.7280
H 2.0968 7.0475 -1.1446
H 1.0261 4.8505 -1.1673
H 2.3612 -4.4359 1.2682
H 1.2753 -3.5797 3.5505
Cl -0.0050 1.3422 -3.6974
C 1.1134 0.0480 -4.1076
Cl 0.4512 -1.5582 -3.7238
H 2.0129 0.1721 -3.5149
H 1.3032 0.0711 -5.1746
O -3.6531 0.1013 0.3518
H -2.9441 -0.6035 0.1102
H -3.3610 0.4418 1.2018
C -2.4899 -2.8745 1.7900
C -2.4432 -2.9198 0.2532
C -3.8554 -3.1752 -0.2988
C -1.5191 -4.0660 -0.1799
O -1.9525 -1.7229 -0.2448
H -2.7737 -3.8378 2.2299
H -3.2109 -2.1197 2.1160
H -1.5002 -2.6015 2.1626
H -4.2787 -4.1193 0.0653
H -3.8176 -3.2109 -1.3908
H -4.5168 -2.3576 -0.0040
H -1.8691 -5.0481 0.1601
H -0.5150 -3.9072 0.2191
H -1.4601 -4.0846 -1.2723
C -6.0230 -0.8782 -5.8699
C -5.7761 -1.9291 -4.7897
N -4.4535 -1.8698 -4.2099
C -3.3490 -2.3497 -5.0325
C -2.5082 -3.3825 -4.2995
C -4.1431 -0.9147 -3.2445
C -5.2662 -0.4708 -2.3430
N -2.9332 -0.5321 -3.1391
H -7.0331 -0.9637 -6.2789
H -5.3144 -0.9870 -6.6931
H -5.9026 0.1273 -5.4628
H -5.9174 -2.9306 -5.2081
H -6.5188 -1.8247 -3.9995
H -2.7148 -1.5099 -5.3306
H -3.7802 -2.7812 -5.9411
H -2.1035 -2.9459 -3.3868
H -1.6744 -3.7124 -4.9236
H -3.1081 -4.2540 -4.0277
H -5.9407 0.2144 -2.8650
H -4.8501 0.0282 -1.4696
H -5.8531 -1.3230 -1.9961
H -2.8368 0.0825 -2.3342
```

Values from the calculation:
HOMO level, eV: -0.6
Frontier orbital gap, eV: 4.196
Charge: -2

We obtain DFT total energy values of -232164.973 -133941.710 -187700.310 -100422.410 eV for the records listed above, in that order.